Here is the ion C6H11N3O2S with charge +2 from OMol25. Energies are from ωB97M-V/def2-TZVPD.

## Properties
- Structure (SMILES): CN1C(=O)C([NH3+])=C([C@@H]([NH3+])S)C1=O
- Net charge: +2
- HOMO-LUMO gap: 8.6331 eV
- HOMO energy: -17.676 eV
- Energy relative to the best compared isomer or geometry (same formula, charge and spin): 0.0 kJ/mol
- Molar mass: 189.24 Da
- LUMO level: -0.3323 hartree
- Multiplicity: 1
- E: -25782.3127 eV

```
23
C6H11N3O2S (ωB97M-V/def2-TZVPD)
S 2.59160 -1.02559 1.23040
O -3.00951 -1.39214 -0.17768
O 0.04477 2.09863 0.45759
N 2.44090 1.27734 -0.37810
N -0.33476 -2.72712 -0.41759
N -1.88611 0.65109 0.22536
C -0.59018 -1.30542 -0.21182
C -1.99985 -0.73878 -0.07123
C 2.01567 -0.19027 -0.24050
C -0.51575 1.03429 0.14952
C 0.24480 -0.22772 -0.23039
C -2.91626 1.60977 0.72568
H 2.87771 1.42396 -1.32903
H -3.47228 1.99669 -0.22922
H 1.86663 -0.33370 2.03325
H -2.26028 2.51285 1.11119
H -0.92769 -3.22133 0.29000
H 2.37074 -0.76174 -1.11561
H 3.18578 1.57515 0.37998
H 0.69343 -2.96316 -0.16548
H 1.60566 1.85462 0.01746
H -3.51890 1.07036 1.45257
H -0.58816 -3.12831 -1.35274
```

Mulliken atomic charge list, values in e, 8 entries: number 1, S, carries -0.0310; number 2, O, carries -0.4667; number 3, O, carries -0.6932; number 4, N, carries -0.2463; number 5, N, carries -0.1341; number 6, N, carries 0.0619; number 7, C, carries -0.1394; number 8, C, carries 0.0985

=====

Here is a cluster of 2 separate species, C6H11N3O3 in total from OMol25. Energies are from ωB97M-V/def2-TZVPD.

## Properties
- Structure (SMILES): [H]/N=C\N(O)CC.Oc1ncco1
- HOMO-LUMO gap: 9.6934 eV
- HOMO energy: -9.081 eV
- Energy relative to the best compared isomer or geometry (same formula, charge and spin): 399.7 kJ/mol
- Molar mass: 173.17 Da
- LUMO level: 0.0225 hartree
- Multiplicity: 1
- E: -17009.8289 eV

```
23
C6H11N3O3 (ωB97M-V/def2-TZVPD)
O 0.68056 -0.49065 -3.46384
O 0.38446 -0.04179 4.99052
O -0.59283 -0.70607 3.09873
N -0.10725 0.13359 -2.47721
N -0.08737 -2.01863 -1.70064
N 1.08639 0.70118 2.81130
C -0.48241 -0.57940 1.75125
C -0.08554 2.25853 -3.66518
C 0.52821 0.30152 1.55718
C -0.96983 1.09597 -3.15934
C -0.68727 -0.91971 -1.73934
C 0.33502 0.04871 3.64414
H -0.67327 3.07128 -4.16422
H 1.01967 0.50590 0.63267
H -0.89008 -1.35263 1.06658
H -1.68688 1.48624 -2.43109
H 0.83503 -1.89747 -2.13227
H 1.53160 -0.07263 -3.50174
H -1.70206 -0.90964 -1.30249
H 0.67276 1.87038 -4.35002
H -1.49778 0.53986 -3.95111
H 0.06993 -0.96186 5.14258
H 0.47209 2.68203 -2.77864
```

Mulliken atomic charge list, values in e, 8 entries: number 1, O, carries -0.5085; number 2, O, carries -0.4675; number 3, O, carries -0.3352; number 4, N, carries 0.2412; number 5, N, carries -0.6176; number 6, N, carries -0.5604; number 7, C, carries -0.1652; number 8, C, carries -1.1069

=====

Number 2 is which compound? C6H11N3O3